A molecular structure, C9H10NO2PdS2Se3Te2. Source: the Open Molecules 2025 dataset; level of theory: wB97M-V/def2-TZVPD.

CARTESIAN COORDINATES (ANGSTROEM)
Pd -0.58 1.55 -0.17
Se 1.53 1.92 -1.86
Se 0.53 3.63 -0.87
Te -1.23 2.33 2.22
Se -1.97 0.17 1.28
C -3.75 3.03 -1.11
Te -2.84 1.47 -2.21
C -2.43 2.69 -3.89
H -3.11 3.90 -1.19
H -3.80 2.70 -0.08
H -4.74 3.24 -1.51
H -3.35 2.99 -4.38
H -1.81 2.13 -4.59
H -1.88 3.56 -3.55
O 0.79 -5.19 0.98
S 1.59 -4.21 0.29
O 2.78 -4.66 -0.39
N 0.65 -3.33 -0.72
C 0.61 -2.08 -0.37
S -0.27 -0.92 -1.28
C 1.39 -1.74 0.87
C 1.56 -0.54 1.52
C 2.34 -0.52 2.68
C 2.93 -1.68 3.17
C 2.77 -2.89 2.51
C 1.99 -2.88 1.36
H 1.09 0.36 1.16
H 2.47 0.42 3.21
H 3.53 -1.64 4.07
H 3.22 -3.80 2.87

Summary:
LUMO level (spin up / spin down) in eV: 1.6 / 0.5
ΔE to the lowest compared entry with this formula, charge and spin in kJ/mol: 0.0
Multiplicity: 3
DFT total energy in eV: -250858.365
Total charge: -1
⟨S²⟩: 2.028